{
  "formula": "C60H72ClFN5OS2",
  "method": "ωB97M-V/def2-TZVPD",
  "symbols": ["C", "C", "C", "C", "C", "C", "C", "S", "C", "C", "C", "F", "C", "C", "C", "C", "C", "S", "C", "N", "N", "C", "O", "N", "C", "N", "N", "Cl", "H", "H", "H", "H", "H", "H", "H", "H", "H", "H", "H", "H", "H", "H", "H", "H", "H", "H", "H", "H", "H", "H", "H", "H", "H", "H", "H", "H", "H", "H", "C", "C", "C", "C", "C", "C", "H", "H", "H", "H", "H", "H", "C", "C", "C", "C", "C", "C", "H", "H", "H", "H", "H", "H", "C", "C", "C", "C", "C", "C", "H", "H", "H", "H", "H", "H", "C", "C", "C", "C", "C", "C", "H", "H", "H", "H", "H", "H", "C", "C", "C", "C", "C", "C", "H", "H", "H", "H", "H", "H", "C", "C", "C", "C", "C", "C", "H", "H", "H", "H", "H", "H", "C", "C", "C", "C", "C", "C", "H", "H", "H", "H", "H", "H"],
  "coordinates": [[-3.4370, -0.8875, -1.7927], [-2.2168, -0.4863, -1.2877], [-1.3746, 0.6552, -1.7836], [-0.0656, 0.2047, -2.5451], [1.0389, 0.1580, -1.4778], [0.8727, -1.0031, -0.4640], [0.5267, -0.5097, 0.9504], [1.9173, 0.3288, 1.7460], [-0.2416, -1.1177, -3.3178], [1.0972, -1.7114, -3.8444], [1.1362, -3.2418, -3.7216], [1.2996, -1.4133, -5.1913], [-1.2711, -0.9181, -4.4383], [-1.5537, -2.1789, -5.2531], [-2.7431, -2.0473, -6.2222], [-4.1307, -1.9216, -5.5599], [-4.7734, -0.5381, -5.7978], [-5.8738, 0.0510, -4.4665], [-6.5828, -1.4574, -3.9711], [-7.2737, -2.2664, -4.7092], [-7.5927, -3.3310, -3.9122], [-7.0975, -3.1169, -2.7477], [-6.4460, -1.9276, -2.7134], [-0.8853, 0.2382, -5.3175], [-0.6169, 1.3352, -4.6443], [-1.1828, 2.5039, -5.0597], [0.1859, 1.3589, -3.4852], [1.8273, 1.4310, -4.0789], [-4.3309, -0.2801, -1.6869], [-3.4960, -1.8485, -2.3035], [-1.8455, -1.0235, -0.4131], [-1.9942, 1.3301, -2.3848], [-1.0375, 1.2465, -0.9288], [2.0244, 0.0276, -1.9146], [1.0600, 1.0815, -0.9013], [1.8118, -1.5503, -0.3746], [0.1205, -1.7262, -0.7762], [0.3309, -1.3900, 1.5630], [-0.3764, 0.0986, 0.9250], [1.8305, 1.6402, 1.4709], [-0.6637, -1.9199, -2.7176], [1.9565, -1.3509, -3.2874], [0.6539, -3.7138, -4.5725], [2.1860, -3.5362, -3.7216], [0.7254, -3.5798, -2.7710], [-2.2268, -0.6287, -3.9877], [-0.6938, -2.3784, -5.8942], [-1.6761, -3.0455, -4.6050], [-2.5912, -1.2336, -6.9377], [-2.7308, -2.9654, -6.8095], [-4.7857, -2.6376, -6.0539], [-4.1228, -2.2094, -4.5069], [-5.3944, -0.6188, -6.6873], [-4.0127, 0.2266, -5.9613], [-7.1211, -3.7263, -1.8626], [-1.5702, 0.4285, -6.0463], [-2.1867, 2.5492, -4.9923], [-0.6525, 3.2862, -5.4098], [-12.8133, -6.7288, -4.1192], [-12.6009, -5.5051, -4.7391], [-11.4132, -4.8177, -4.5306], [-10.4332, -5.3572, -3.7091], [-10.6453, -6.5831, -3.0920], [-11.8362, -7.2672, -3.2937], [-13.7407, -7.2632, -4.2797], [-13.3623, -5.0868, -5.3849], [-11.2497, -3.8605, -5.0096], [-9.5068, -4.8211, -3.5533], [-9.8811, -7.0067, -2.4521], [-12.0027, -8.2204, -2.8086], [4.6654, 3.7238, 6.3350], [3.7044, 2.8922, 6.8951], [3.0413, 1.9650, 6.1035], [3.3450, 1.8628, 4.7525], [4.3083, 2.6915, 4.1933], [4.9654, 3.6248, 4.9836], [5.1805, 4.4489, 6.9528], [3.4727, 2.9677, 7.9500], [2.2887, 1.3201, 6.5390], [2.8323, 1.1371, 4.1363], [4.5486, 2.6108, 3.1396], [5.7132, 4.2742, 4.5459], [-1.7664, -5.6994, 3.4239], [-3.1236, -5.4415, 3.2886], [-3.5749, -4.6002, 2.2812], [-2.6687, -4.0232, 1.4028], [-1.3117, -4.2846, 1.5373], [-0.8588, -5.1189, 2.5494], [-1.4158, -6.3530, 4.2116], [-3.8305, -5.8963, 3.9699], [-4.6330, -4.3951, 2.1812], [-3.0216, -3.3692, 0.6130], [-0.6038, -3.8351, 0.8494], [0.2000, -5.3176, 2.6564], [4.7084, -1.6585, 5.9599], [3.7193, -2.1523, 5.1208], [2.9802, -3.2657, 5.4959], [3.2251, -3.8818, 6.7154], [4.2122, -3.3867, 7.5560], [4.9562, -2.2776, 7.1771], [5.2851, -0.7907, 5.6655], [3.5246, -1.6661, 4.1721], [2.2117, -3.6535, 4.8383], [2.6464, -4.7476, 7.0108], [4.4021, -3.8659, 8.5077], [5.7287, -1.8947, 7.8312], [4.4627, 7.9697, 10.7786], [3.5019, 7.1394, 11.3386], [2.8384, 6.2124, 10.5469], [3.1420, 6.1096, 9.1964], [4.1055, 6.9381, 8.6371], [4.7630, 7.8707, 9.4272], [4.9777, 8.6945, 11.3956], [3.2696, 7.2153, 12.3930], [2.0847, 5.5692, 10.9829], [2.6274, 5.3834, 8.5794], [4.3434, 6.8572, 7.5837], [5.5105, 8.5201, 8.9900], [1.1839, 4.3246, -10.4072], [1.0952, 3.4785, -9.3118], [0.0608, 3.6363, -8.4003], [-0.8890, 4.6317, -8.5862], [-0.8008, 5.4754, -9.6840], [0.2377, 5.3238, -10.5917], [1.9908, 4.2060, -11.1180], [1.8314, 2.6981, -9.1689], [-0.0038, 2.9765, -7.5422], [-1.6999, 4.7521, -7.8771], [-1.5406, 6.2509, -9.8317], [0.3094, 5.9847, -11.4452], [11.0971, 2.9620, 4.5621], [9.8813, 2.2929, 4.5835], [8.7254, 2.9636, 4.9586], [8.7853, 4.3069, 5.3039], [10.0004, 4.9771, 5.2794], [11.1571, 4.3037, 4.9122], [11.9987, 2.4377, 4.2727], [9.8347, 1.2468, 4.3085], [7.7773, 2.4402, 4.9813], [7.8836, 4.8325, 5.5929], [10.0463, 6.0248, 5.5476], [12.1055, 4.8250, 4.8981]],
  "forces_ev_per_a": [[0.76, 0.42, 0.16], [-0.41, -0.14, -0.12], [-1.11, 0.95, 1.29], [-0.44, -0.06, 0.81], [0.26, -0.78, 0.10], [0.07, 0.26, 0.27], [-0.12, -0.05, -0.77], [0.52, -0.26, 0.52], [0.50, 0.31, -1.08], [-0.40, -1.26, 0.26], [0.63, 0.41, 0.02], [0.11, 0.37, 0.04], [0.21, -1.34, -0.05], [0.27, 0.61, -1.14], [-0.12, -0.53, 0.62], [-0.11, 0.20, -0.60], [-0.30, -0.83, 0.10], [0.27, 0.33, 0.30], [-0.50, -0.42, -0.47], [0.28, 0.50, 0.03], [-0.26, -0.97, 0.18], [0.07, 0.69, -0.67], [0.49, 0.17, 0.62], [-1.78, 0.45, 2.09], [0.36, 0.86, -0.65], [0.28, -0.46, -0.34], [0.42, -0.67, 0.12], [0.02, 0.34, -0.18], [0.28, 0.77, -1.84], [-0.80, -0.94, 1.85], [1.01, -1.20, -1.17], [0.05, -0.11, -0.20], [0.15, 0.26, -0.23], [-0.04, 0.30, -0.17], [0.00, 0.23, -0.31], [0.01, -0.02, -0.14], [-0.02, -0.01, -0.04], [-0.02, 0.17, 0.25], [0.03, 0.09, 0.27], [-0.53, -0.15, -0.31], [-0.16, 0.39, 0.45], [-0.09, 0.40, -0.10], [-0.18, -0.09, 0.12], [-0.05, -0.17, -0.14], [-0.17, -0.03, -0.07], [0.10, 0.16, 0.12], [0.15, -0.11, 0.23], [-0.16, 0.12, 0.18], [0.06, -0.02, -0.04], [0.02, 0.09, -0.16], [-0.07, -0.09, 0.21], [0.21, 0.17, 0.07], [0.18, 0.26, -0.17], [-0.15, 0.21, 0.16], [-0.10, 0.02, 0.04], [0.32, -0.19, -0.38], [-0.05, 0.10, -0.65], [0.03, 0.31, 0.69], [0.00, 0.00, 0.00], [-0.01, 0.01, 0.00], [-0.01, 0.00, 0.00], [-0.01, -0.03, 0.08], [-0.02, 0.02, -0.01], [0.01, -0.01, 0.00], [0.00, 0.00, 0.00], [-0.01, 0.00, 0.01], [0.01, -0.01, -0.01], [-0.03, -0.03, -0.07], [-0.01, -0.01, 0.00], [0.00, 0.00, -0.01], [0.01, 0.01, 0.00], [-0.02, 0.01, 0.01], [0.00, 0.00, 0.01], [0.04, 0.03, 0.03], [-0.02, -0.01, -0.01], [0.03, 0.03, -0.01], [0.00, -0.02, 0.02], [0.01, 0.00, 0.00], [0.02, -0.02, 0.00], [-0.01, -0.02, 0.06], [0.02, 0.00, 0.00], [0.00, -0.01, -0.01], [-0.01, 0.01, 0.00], [0.00, 0.01, 0.00], [-0.02, 0.00, -0.01], [0.02, 0.02, -0.01], [0.00, 0.07, -0.04], [0.03, 0.00, 0.00], [0.00, 0.00, 0.00], [0.00, 0.01, 0.01], [0.00, -0.01, 0.00], [-0.01, 0.00, 0.01], [0.02, -0.02, 0.00], [0.00, -0.01, -0.01], [0.02, 0.02, -0.01], [-0.01, 0.02, -0.04], [0.00, 0.01, 0.00], [-0.01, -0.01, 0.00], [0.00, 0.00, 0.00], [-0.01, 0.00, 0.00], [-0.02, 0.01, 0.01], [0.01, 0.01, 0.00], [-0.01, 0.01, 0.01], [0.00, 0.00, 0.00], [0.00, 0.00, 0.00], [0.00, 0.00, 0.00], [0.00, 0.00, 0.00], [-0.01, 0.00, 0.01], [0.01, -0.01, 0.00], [0.00, -0.02, -0.01], [0.00, -0.01, -0.02], [0.01, -0.01, 0.00], [0.00, 0.00, 0.00], [-0.01, 0.01, 0.00], [0.00, 0.00, 0.00], [0.00, 0.02, -0.02], [-0.02, 0.01, -0.01], [0.00, 0.00, 0.00], [-0.01, 0.01, -0.01], [0.04, -0.03, 0.03], [-0.03, 0.04, -0.01], [0.01, -0.05, 0.06], [-0.02, 0.03, -0.01], [0.00, -0.02, 0.01], [0.00, 0.00, 0.00], [0.01, 0.01, 0.00], [0.02, -0.06, -0.05], [-0.01, 0.02, -0.02], [0.00, 0.00, 0.00], [0.00, 0.00, 0.00], [0.00, 0.00, 0.00], [0.00, -0.01, 0.00], [-0.03, 0.00, -0.02], [-0.01, -0.02, -0.02], [0.00, 0.02, 0.01], [0.00, 0.00, -0.01], [0.00, 0.00, 0.00], [0.00, 0.00, 0.01], [-0.01, 0.01, 0.01], [0.01, 0.00, 0.03], [0.00, 0.00, 0.01], [0.00, 0.00, 0.00]],
  "lowdin_charge": [0.016, -0.142, -0.099, -0.396, -0.168, -0.254, -0.550, 0.764, -0.155, -0.324, -0.005, -0.030, -0.209, -0.133, -0.172, -0.232, -0.450, 0.971, -0.713, 0.077, 0.060, -0.145, 0.016, 0.235, -0.423, 0.205, -0.322, 0.824, 0.060, 0.058, 0.095, 0.123, 0.115, 0.076, 0.106, 0.110, 0.080, 0.064, 0.069, -0.125, 0.133, 0.118, 0.080, 0.091, 0.088, 0.128, 0.117, 0.135, 0.108, 0.120, 0.113, 0.091, 0.083, 0.051, 0.141, 0.154, 0.128, 0.114, -0.097, -0.097, -0.095, -0.101, -0.100, -0.099, 0.101, 0.100, 0.099, 0.059, 0.096, 0.100, -0.089, -0.090, -0.088, -0.114, -0.095, -0.103, 0.094, 0.099, 0.105, 0.026, 0.098, 0.093, -0.084, -0.085, -0.093, -0.103, -0.109, -0.093, 0.106, 0.106, 0.101, 0.084, 0.084, 0.101, -0.095, -0.100, -0.101, -0.098, -0.093, -0.090, 0.099, 0.084, 0.091, 0.100, 0.102, 0.103, -0.095, -0.095, -0.095, -0.101, -0.104, -0.096, 0.101, 0.101, 0.100, 0.091, 0.094, 0.100, -0.083, -0.093, -0.117, -0.106, -0.088, -0.080, 0.107, 0.102, 0.064, 0.093, 0.105, 0.107, -0.097, -0.096, -0.097, -0.099, -0.095, -0.096, 0.101, 0.099, 0.090, 0.087, 0.101, 0.101],
  "e_lumo_ev": -4.6,
  "total_charge": 1,
  "e_above_lowest_kcal_mol": 0.0,
  "orbital_gap_ev": 5.70,
  "energy_ha": -4034.47944,
  "e_homo_ev": -10.3401
}